# 1
ORCA calculation (ωB97M-V/def2-TZVPD) on a gas-phase ion, C6H13NO (charge +1).

## Properties
2S+1 ... 2
HOMO-LUMO gap (alpha / beta) ... 0.4021 / 0.2164 Ha
Energy relative to the best compared isomer or geometry (same formula, charge and spin) ... 120.1 kJ/mol
Charge ... +1
Highest occupied orbital energy (alpha / beta) ... -14.161 / -14.111 eV
Energy ... -9961.115 eV

CARTESIAN COORDINATES (ANGSTROEM)
C (-0.587, -0.643, -0.620)
N (0.441, -0.934, 0.393)
C (1.184, 0.119, 0.995)
C (0.322, 1.095, 1.858)
C (-0.248, 2.244, 1.045)
O (0.468, 2.924, 0.368)
C (-1.091, -1.935, -1.286)
C (-0.379, -2.288, -2.584)
H (-0.160, 0.061, -1.335)
H (-1.467, -0.204, -0.135)
H (0.064, -1.580, 1.098)
H (1.983, -0.284, 1.615)
H (1.653, 0.679, 0.175)
H (-0.459, 0.577, 2.412)
H (0.954, 1.648, 2.562)
H (-1.339, 2.424, 1.060)
H (-0.966, -2.705, -0.510)
H (-2.171, -1.991, -1.441)
H (0.630, -2.654, -2.402)
H (-0.911, -3.056, -3.135)
H (-0.338, -1.402, -3.227)

Atom charges from the Mulliken analysis, given in e for atoms 1 to 5:
1 C -0.41
2 N 0.03
3 C -0.71
4 C -0.35
5 C -0.10

***

# 2
ORCA calculation (ωB97M-V/def2-TZVPD) on 2 unconnected molecules or ions with the total composition C6H13NO2.

## Properties
HOMO-LUMO gap ... 0.2777 Ha
Energy relative to the best compared isomer or geometry (same formula, charge and spin) ... 286.0 kJ/mol
Highest occupied orbital energy ... -8.144 eV
Energy ... -12015.761 eV

CARTESIAN COORDINATES (ANGSTROEM)
C (1.146, -0.594, -0.157)
C (-1.014, 1.777, 1.081)
C (0.839, -1.472, 0.923)
C (0.809, -0.968, -1.548)
C (1.938, 0.638, 0.073)
N (-1.060, 0.434, 0.533)
C (-2.123, 0.215, -0.261)
O (-2.165, -1.115, -0.681)
O (-2.990, 0.991, -0.644)
H (-2.956, -1.178, -1.233)
H (-0.856, 2.535, 0.300)
H (-0.193, 1.844, 1.797)
H (-1.941, 2.052, 1.595)
H (1.540, 1.479, -0.494)
H (2.003, 0.901, 1.127)
H (0.567, -2.490, 0.659)
H (-0.175, -0.855, 1.110)
H (1.456, -1.377, 1.813)
H (1.578, -1.671, -1.896)
H (0.793, -0.111, -2.220)
H (-0.151, -1.485, -1.583)
H (2.956, 0.448, -0.296)

Atom charges from the Mulliken analysis, given in e for atoms 1 to 5:
1 C 1.48
2 C -1.21
3 C -1.21
4 C -1.36
5 C -1.48

***

# 3
ORCA calculation (ωB97M-V/def2-TZVPD) on 2 unconnected molecules or ions with the total composition C6H13NO2.

## Properties
SMILES ... CC(=O)C(C)=O.CCN
HOMO-LUMO gap ... 0.3048 Ha
Energy relative to the best compared isomer or geometry (same formula, charge and spin) ... 263.6 kJ/mol
Highest occupied orbital energy ... -8.724 eV
Energy ... -12015.993 eV

CARTESIAN COORDINATES (ANGSTROEM)
C (1.416, 1.770, -0.725)
C (0.875, 0.368, -0.653)
O (0.288, -0.133, -1.623)
C (1.540, -0.528, 0.397)
C (1.599, -1.997, 0.073)
O (2.094, -0.049, 1.360)
H (0.757, 2.403, -1.319)
H (2.400, 1.733, -1.198)
H (1.536, 2.189, 0.272)
H (0.598, -2.415, 0.218)
H (2.279, -2.513, 0.749)
H (1.874, -2.164, -0.968)
C (-1.157, 0.960, 1.058)
C (-1.908, -0.595, 0.430)
N (-2.292, -0.593, -0.898)
H (-0.311, 1.146, 1.707)
H (-1.256, 1.681, 0.240)
H (-1.970, 1.171, 1.751)
H (-2.746, -0.739, 1.110)
H (-1.138, -1.335, 0.631)
H (-3.020, 0.082, -1.103)
H (-1.460, -0.441, -1.509)

Atom charges from the Mulliken analysis, given in e for atoms 1 to 5:
1 C -1.23
2 C 0.74
3 O -0.71
4 C 0.88
5 C -1.15

***

# 4
ORCA calculation (ωB97M-V/def2-TZVPD) on a single C6H13NO2 molecule.

## Properties
SMILES ... CNC(C)(C)CC(=O)O
HOMO-LUMO gap ... 0.3298 Ha
Energy relative to the best compared isomer or geometry (same formula, charge and spin) ... 311.2 kJ/mol
Highest occupied orbital energy ... -8.246 eV
Energy ... -12015.500 eV

CARTESIAN COORDINATES (ANGSTROEM)
C (1.774, -0.955, -1.133)
N (0.988, -0.339, -0.075)
C (-0.252, 0.605, 0.610)
C (0.018, 2.016, 0.108)
C (-0.155, 0.491, 2.123)
C (-1.478, 0.005, 0.011)
C (-0.837, -1.291, -0.779)
O (-0.951, -2.432, -0.352)
O (-1.029, -1.044, -2.128)
H (1.408, -0.643, -2.111)
H (2.820, -0.649, -1.031)
H (1.813, -2.039, -0.987)
H (1.522, -0.593, 0.761)
H (-0.778, 2.683, 0.459)
H (0.005, 2.046, -0.986)
H (0.976, 2.394, 0.477)
H (-0.248, -0.546, 2.455)
H (0.807, 0.866, 2.486)
H (-0.959, 1.071, 2.592)
H (-1.964, 0.628, -0.740)
H (-2.192, -0.373, 0.745)
H (-1.288, -1.902, -2.506)

Atom charges from the Mulliken analysis, given in e for atoms 1 to 5:
1 C -0.95
2 N -0.41
3 C 1.76
4 C -1.69
5 C -1.75

***

# 5
ORCA calculation (ωB97M-V/def2-TZVPD) on a single C6H13NO2 molecule.

## Properties
SMILES ... C=C(OC)[C@@H](O)[C@H](C)N
HOMO-LUMO gap ... 0.3643 Ha
Energy relative to the best compared isomer or geometry (same formula, charge and spin) ... 196.9 kJ/mol
Highest occupied orbital energy ... -9.090 eV
Energy ... -12016.684 eV

CARTESIAN COORDINATES (ANGSTROEM)
C (-1.317, 0.309, 0.841)
C (-0.684, -0.467, -0.023)
O (-1.338, -1.268, -1.018)
C (-2.746, -1.171, -1.135)
C (0.799, -0.670, -0.211)
O (1.083, -1.025, -1.542)
C (1.694, 0.588, 0.127)
C (2.036, 0.699, 1.610)
N (1.204, 1.842, -0.386)
H (-0.782, 0.910, 1.550)
H (-2.389, 0.363, 0.896)
H (-3.255, -1.481, -0.215)
H (-3.043, -0.145, -1.369)
H (-3.042, -1.839, -1.945)
H (1.103, -1.490, 0.474)
H (0.296, -1.583, -1.850)
H (2.616, 0.370, -0.424)
H (1.149, 0.771, 2.235)
H (2.609, -0.173, 1.932)
H (2.641, 1.589, 1.759)
H (1.019, 1.750, -1.378)
H (0.346, 2.121, 0.071)

Atom charges from the Mulliken analysis, given in e for atoms 1 to 5:
1 C -1.33
2 C 0.67
3 O -0.41
4 C -0.87
5 C 0.55

***

# 6
ORCA calculation (ωB97M-V/def2-TZVPD) on a single C6H13NO2 molecule.

## Properties
SMILES ... C[C@@H](N)C(C)(C)OC=O
HOMO-LUMO gap ... 0.3741 Ha
Energy relative to the best compared isomer or geometry (same formula, charge and spin) ... 128.1 kJ/mol
Highest occupied orbital energy ... -9.288 eV
Energy ... -12017.398 eV

CARTESIAN COORDINATES (ANGSTROEM)
C (0.759, 2.029, -0.504)
C (-0.185, 1.206, 0.373)
N (-1.547, 1.612, 0.062)
C (0.055, -0.332, 0.221)
C (-0.896, -1.111, 1.135)
C (1.503, -0.718, 0.531)
O (-0.238, -0.619, -1.167)
C (-0.211, -1.970, -1.736)
O (-0.165, -3.013, -1.201)
H (0.727, 1.670, -1.530)
H (1.783, 1.982, -0.144)
H (0.434, 3.066, -0.487)
H (-0.005, 1.459, 1.424)
H (-1.777, 1.321, -0.882)
H (-2.215, 1.186, 0.693)
H (-0.782, -0.770, 2.164)
H (-1.932, -0.969, 0.829)
H (-0.676, -2.175, 1.095)
H (1.777, -0.380, 1.529)
H (2.183, -0.276, -0.193)
H (1.614, -1.802, 0.496)
H (-0.207, -1.396, -2.706)

Atom charges from the Mulliken analysis, given in e for atoms 1 to 5:
1 C -1.53
2 C 0.13
3 N -0.73
4 C 1.63
5 C -1.95

***

Question: Number 3 is which compound?
Answer: C6H13NO2